(1)
Entry from the OMol25 dataset: 2 unconnected molecules or ions with the total composition C3H4O3 (the ωB97M-V functional and the def2-TZVPD basis).

Summary:
SMILES ... O=CC=O.C=O
Energy relative to the best compared isomer or geometry (same formula, charge and spin) ... 240.76 kJ/mol
Energy ... -9316.2054 eV

Last column: Löwdin charge in e.
Element x y z (Å)
O (-2.180, 1.339, 0.431)  0.078
O (0.716, -0.226, 1.492)  0.047
O (-0.077, -0.620, -1.449)  -0.010
C (-1.001, 1.095, 0.477)  -0.235
C (-0.467, -0.013, 1.375)  -0.205
C (1.113, -0.817, -1.408)  -0.107
H (1.597, -1.549, -2.079)  0.087
H (-1.243, -0.579, 1.925)  0.134
H (-0.226, 1.660, -0.073)  0.128
H (1.767, -0.290, -0.691)  0.081

(2)
Entry from the OMol25 dataset: a molecular structure, C3H4O3 (the ωB97M-V functional and the def2-TZVPD basis).

Summary:
Energy relative to the best compared isomer or geometry (same formula, charge and spin) ... 354.92 kJ/mol
Energy ... -9315.0221 eV

Last column: Löwdin charge in e.
Element x y z (Å)
O (1.337, -1.592, 0.479)  0.219
O (-1.382, -0.823, 0.330)  -0.138
O (1.206, 0.648, 0.535)  0.116
C (0.786, -0.491, 0.094)  -0.315
C (-0.585, -0.136, -0.443)  -0.459
C (-0.068, 1.292, 0.065)  0.018
H (-0.717, -0.147, -1.551)  0.145
H (-0.606, 1.639, 0.943)  0.129
H (0.183, 2.080, -0.646)  0.119
H (0.719, -2.305, 0.224)  0.166

Number 1: HOMO -10.01 eV, maximum force 0.6 eV/Å. Number 2: HOMO -8.56 eV, maximum force 0.5 eV/Å.